[1]
Here is a structure of composition C37H42N5O3P2SSm at a distorted geometry from the OMol25 dataset. Energies are from ωB97M-V with the def2-TZVPD basis set.

ORCA input file:
```
! RIJCOSX wB97M-V def2-TZVPD def2/J DEFGRID3
* xyz 0 6
Sm 0.75981 -1.09745 -1.45254
O -1.19866 -0.14709 2.90315
C -2.15953 -1.15609 2.84544
C -2.62297 -1.59585 4.07179
C -3.49905 -2.66032 4.10431
C -3.95829 -3.30077 2.96467
C -3.48386 -2.82554 1.74319
C -2.45075 -1.88116 1.64756
C -1.75319 -1.56280 0.38593
O -0.79107 -0.65257 0.39893
N -2.17598 -2.21993 -0.70481
N -1.60921 -1.82258 -1.84893
C -2.15983 -2.24129 -2.97774
C -1.74299 -1.88516 -4.28460
C -2.60639 -2.20541 -5.38525
C -2.29430 -1.77800 -6.67605
C -1.04265 -1.18402 -6.89111
C -0.16577 -0.88611 -5.89448
C -0.47539 -1.23298 -4.54450
O 0.37084 -0.85922 -3.61536
H -1.06870 0.03108 1.96354
H -2.31914 -1.13711 4.98943
H -3.91170 -2.84444 5.07921
H -4.77205 -4.04326 3.01332
H -3.88314 -3.19104 0.73386
H -3.04585 -2.95533 -2.90286
H -3.55545 -2.53571 -5.13825
H -3.02300 -1.73638 -7.51498
H -0.77560 -0.95495 -7.90936
H 0.77862 -0.39089 -6.01449
C 1.05666 3.16989 -1.89195
P -0.10125 1.98319 -1.11842
C 0.15618 2.38627 0.63943
N -0.79080 2.94181 1.39215
C -0.47930 3.45919 2.62336
C -1.41231 4.02093 3.49228
C -0.94316 4.54310 4.68533
C 0.41311 4.58758 5.00528
C 1.39921 4.12419 4.09893
C 0.96767 3.46316 2.95851
N 1.86221 2.67846 2.28121
C 1.43683 2.00437 1.25849
P 2.67734 0.82237 0.68534
C 4.07902 1.93092 0.15151
C 3.35222 -0.23982 2.06892
C 4.29304 -1.30018 1.35693
C 4.10141 0.58104 3.10367
C 2.10495 -0.99882 2.69820
C -1.85603 2.68051 -1.61511
C -2.12917 4.14874 -1.25984
C -2.88667 1.78133 -0.94994
C -2.00789 2.46758 -3.15231
H 0.95996 4.18435 -1.54506
H 0.95511 3.09736 -2.97281
H 2.02810 2.78427 -1.57977
H -2.46222 4.05431 3.25344
H -1.63178 5.13203 5.34811
H 0.77582 5.12035 5.86645
H 2.42600 4.30771 4.26808
H 5.03117 1.53562 0.55413
H 3.98293 2.98976 0.45166
H 4.12450 1.84835 -0.91140
H 5.20784 -0.83404 0.98643
H 3.71583 -1.74311 0.50527
H 4.60600 -2.06501 2.09355
H 5.17466 0.83668 2.75885
H 4.06620 0.00675 3.99289
H 3.55723 1.51595 3.36832
H 1.42451 -1.51750 1.96671
H 1.53470 -0.29682 3.29365
H 2.47405 -1.84822 3.30029
H -1.70289 4.44808 -0.29389
H -3.20695 4.32695 -1.23449
H -1.79896 4.82631 -2.07292
H -2.85213 1.79450 0.12480
H -2.77964 0.75468 -1.25203
H -3.85402 2.16537 -1.20084
H -1.26541 2.91291 -3.73854
H -3.04478 2.77609 -3.42133
H -1.94103 1.40833 -3.37630
S 3.17961 -2.25834 -2.20287
C 2.35756 -3.54206 -1.37452
C 3.08515 -4.71959 -0.96369
C 2.37926 -5.82915 -0.49530
C 0.95000 -5.75037 -0.50014
C 0.32161 -4.58169 -0.86227
N 0.96413 -3.53716 -1.36373
H 4.19558 -4.67644 -0.94316
H 2.78131 -6.75187 -0.14763
H 0.36515 -6.62503 -0.35499
H -0.74225 -4.53375 -0.92596
*
```

Output
Frontier orbital gap (alpha / beta)   6.376 / 6.388 eV
Highest occupied orbital energy (alpha / beta)   -7.134 / -7.145 eV
Energy   -3673.553089 Eh
Energy above the lowest of the compared OMol25 structures with the same formula, charge and spin   1.284 eV

These are the Mulliken partial charges, in e, on atoms 1 to 5: 0.15, -0.49, 0.47, -0.77, -0.23

***

[2]
Here is a structure of composition C37H43O3PtSi at a distorted geometry from the OMol25 dataset. Energies are from ωB97M-V with the def2-TZVPD basis set.

ORCA input file:
```
! RIJCOSX wB97M-V def2-TZVPD def2/J DEFGRID3
* xyz 1 5
O -0.74645 1.23463 -2.53684
C 0.40190 0.89837 -3.36092
C -0.03591 1.84710 -4.45482
H 0.39729 -0.14826 -3.68072
H 1.33657 1.16383 -2.87591
C -1.27548 2.09201 -3.57786
H -0.30937 1.34503 -5.37620
H 0.62801 2.70194 -4.61856
C -2.55868 1.47046 -4.10654
H -2.35084 0.47913 -4.52716
H -2.99979 2.10758 -4.88477
H -3.29521 1.36602 -3.29846
C -1.44854 3.52277 -3.13028
H -0.47483 3.99285 -2.95051
H -2.05193 3.57287 -2.21928
H -1.95978 4.08513 -3.92250
Pt -0.07914 0.23301 0.27771
C 1.01546 2.57014 1.60466
C 1.62138 1.35351 1.12199
C 1.54447 1.39659 -0.36732
H 2.30298 0.70883 1.67036
C 0.94595 2.67887 -0.69290
C 0.60131 3.33787 0.50059
H 0.15437 4.32855 0.54662
H 0.96575 2.86366 2.64768
H 2.13895 0.76669 -1.02640
H 0.94189 3.12073 -1.68344
C -1.81505 0.90386 1.41095
C -2.27101 2.08810 0.73396
C -2.76137 1.72755 -0.52059
H -2.29968 3.08704 1.14960
C -2.69771 0.32668 -0.68421
C -2.15617 -0.25436 0.51642
H -2.30370 -1.26644 0.87622
H -1.51703 0.84150 2.45449
H -3.24254 2.41209 -1.21176
H -3.12484 -0.24598 -1.50263
O 0.02158 -0.15399 -6.44154
C -0.38528 0.69385 -7.56391
C 0.06271 0.07309 -8.89689
H 0.06857 1.69614 -7.43121
H -1.47283 0.85673 -7.50355
C 1.04296 -1.04117 -8.48703
H 0.51869 0.83597 -9.52832
H -0.80228 -0.35254 -9.41261
C 0.88574 -1.19731 -6.95928
H 2.06301 -0.71979 -8.72371
H 0.84010 -1.97923 -9.00454
H 1.86225 -1.13159 -6.45579
H 0.45008 -2.17233 -6.68289
O 0.12046 -1.12026 1.81268
Si 0.46593 -1.43170 3.34449
C -1.01212 -2.26703 4.13421
C -0.88269 -3.46870 4.84262
C -2.00078 -4.04551 5.46361
C -3.25136 -3.41963 5.39602
C -3.38282 -2.22754 4.67647
C -2.27384 -1.66962 4.02822
C 1.91246 -2.57907 3.43442
C 2.66014 -2.73677 4.60566
C 3.67925 -3.69902 4.65991
C 3.92593 -4.51849 3.54879
C 3.17122 -4.36196 2.37607
C 2.16701 -3.38577 2.31780
C 0.89532 0.08480 4.37588
C 2.22801 0.51492 4.40854
C 2.60040 1.65139 5.14250
C 1.64899 2.35651 5.88096
C 0.31522 1.94189 5.84131
C -0.05986 0.81166 5.09776
H 0.09405 -3.95473 4.92085
H -1.88583 -4.97744 6.01783
H -4.12082 -3.84307 5.90155
H -4.33987 -1.70596 4.61963
H -2.40325 -0.74961 3.44701
H 2.45355 -2.12059 5.48311
H 4.26316 -3.80804 5.57886
H 4.68955 -5.29934 3.60482
H 3.35715 -5.01085 1.51520
H 1.57249 -3.25657 1.40689
H 2.98777 -0.03710 3.84761
H 3.63829 1.98662 5.12505
H 1.93990 3.23072 6.46740
H -0.44521 2.50361 6.38455
H -1.10435 0.49449 5.08228
*
```

Output
Frontier orbital gap (alpha / beta)   8.544 / 4.694 eV
Highest occupied orbital energy (alpha / beta)   -11.091 / -11.173 eV
Energy   -2069.761665 Eh

These are the Mulliken partial charges, in e, on atoms 1 to 5: -0.35, -0.62, 0.52, 0.27, 0.27

***

- What is the formula in the second record?
  C37H43O3PtSi

***

- Look up the energy of the second one.
  -2069.761665 Eh